ORCA calculation (wB97M-V/def2-TZVPD) on a molecular structure, C27H28HfN3S2 in a non-equilibrium geometry.

The calculation puts the frontier orbital gap at 6.3 eV. Its net charge is +3. For the total energy, the calculation gives -2053.439225 hartree. Its relative energy (zero: lowest compared OMol25 entry of this formula, charge and spin) is 0.088 eV. Its molar mass is 637.17 g/mol.

Positions of all 61 atoms, in Å:
Hf (0.0277, 0.2668, 0.8222)
C (-1.3629, -1.5300, 2.4167)
C (-2.2508, -2.0180, 1.3015)
C (-3.5508, -2.4241, 1.5547)
C (-4.3662, -2.7991, 0.4936)
C (-3.9062, -2.7460, -0.8120)
C (-2.6056, -2.3433, -1.1164)
C (-2.1747, -2.2549, -2.5523)
C (-1.7975, -2.0236, -0.0229)
N (-0.4141, -1.6081, -0.1727)
C (0.5302, -2.2934, -0.7231)
C (0.4038, -3.6398, -1.3141)
C (1.8895, -1.5772, -0.7029)
C (3.0348, -2.1500, -1.4374)
N (1.8733, -0.4680, -0.0454)
C (3.0028, 0.4160, 0.1673)
C (4.1694, -0.0249, 0.8013)
C (4.3798, -1.4137, 1.3357)
C (5.1739, 0.9258, 0.9687)
C (5.0129, 2.2352, 0.5459)
C (3.8239, 2.6516, -0.0357)
C (2.7900, 1.7454, -0.2178)
C (1.4802, 2.2370, -0.7802)
H (-1.5207, -2.0722, 3.3520)
H (-1.5573, -0.4811, 2.6997)
H (-0.2771, -1.6981, 2.2515)
H (-3.9242, -2.4527, 2.5701)
H (-5.3789, -3.1253, 0.6895)
H (-4.5702, -3.0190, -1.6226)
H (-2.9383, -1.7448, -3.1382)
H (-2.0558, -3.2491, -2.9875)
H (-1.2411, -1.7089, -2.6949)
H (-0.4863, -4.1470, -0.9445)
H (1.2972, -4.2308, -1.1157)
H (0.3126, -3.5512, -2.4029)
H (2.6983, -2.5415, -2.3988)
H (3.4468, -2.9957, -0.8760)
H (3.8217, -1.4116, -1.5776)
H (3.4568, -1.9833, 1.4557)
H (4.8497, -1.3601, 2.3166)
H (5.0497, -1.9877, 0.6925)
H (6.0967, 0.6283, 1.4505)
H (5.8186, 2.9432, 0.6861)
H (3.7036, 3.6808, -0.3491)
H (1.6151, 2.8001, -1.7072)
H (0.9482, 2.9048, -0.0984)
H (0.7856, 1.4436, -1.1471)
S (0.4329, 1.4048, 2.9545)
C (-0.7609, 2.3614, 2.0517)
N (-1.2513, 1.9333, 0.8603)
C (-2.1172, 2.8704, 0.2771)
C (-2.7888, 2.7471, -0.9331)
C (-3.6113, 3.7916, -1.3091)
C (-3.7698, 4.9264, -0.5018)
C (-3.1108, 5.0515, 0.7056)
C (-2.2776, 4.0012, 1.0802)
S (-1.3417, 3.8603, 2.5442)
H (-2.6906, 1.8707, -1.5613)
H (-4.1527, 3.7319, -2.2432)
H (-4.4288, 5.7188, -0.8295)
H (-3.2455, 5.9264, 1.3265)

---

ORCA calculation (wB97M-V/def2-TZVPD) on 2 unconnected molecules or ions with the total composition C27H28N2O3 in a non-equilibrium geometry.

The calculation puts the frontier orbital gap at 2.5 eV. For the total energy, the calculation gives -1380.676303 hartree. Its relative energy (zero: lowest compared OMol25 entry of this formula, charge and spin) is 7.855 eV. Its molar mass is 428.53 g/mol.

Positions of all 60 atoms, in Å:
C (4.8173, 5.8554, 0.2081)
O (3.5656, 6.3396, 0.7554)
C (2.4524, 5.6112, 0.4880)
C (1.2153, 6.1896, 0.8359)
C (0.0465, 5.5651, 0.4561)
N (0.0744, 4.3697, -0.1939)
C (-1.2002, 3.7245, -0.6772)
C (-1.6342, 2.4914, 0.0640)
C (-1.4361, 2.3579, 1.4093)
C (-1.5147, 1.2851, 2.3580)
C (-1.7035, -0.0809, 2.0391)
C (-1.8537, -1.0088, 3.0426)
C (-1.6289, -0.6567, 4.4004)
O (-1.7390, -1.6609, 5.3074)
C (-1.5477, -1.4057, 6.7171)
C (-1.3326, 0.6908, 4.7385)
C (-1.3005, 1.6280, 3.7245)
C (-2.7189, 1.7319, -0.5822)
C (-2.5828, 1.4122, -2.0405)
O (-3.7096, 1.4241, 0.0942)
C (1.2540, 3.7515, -0.4569)
C (2.4638, 4.3502, -0.1510)
H (5.5508, 6.5998, 0.5155)
H (5.0779, 4.8726, 0.6255)
H (4.7770, 5.7944, -0.8902)
H (1.1705, 7.1385, 1.3513)
H (-0.9424, 5.9823, 0.6417)
H (-1.9614, 4.5157, -0.6132)
H (-1.0576, 3.5086, -1.7449)
H (-1.0093, 3.2656, 1.8519)
H (-1.7698, -0.3772, 0.9928)
H (-2.1335, -2.0384, 2.8273)
H (-1.7830, -2.3620, 7.1913)
H (-0.5068, -1.1280, 6.9318)
H (-2.2263, -0.6247, 7.0894)
H (-1.1532, 0.9821, 5.7802)
H (-1.1311, 2.6804, 3.9772)
H (-1.5867, 1.6340, -2.4367)
H (-2.7445, 0.3432, -2.1813)
H (-3.3470, 1.9743, -2.5927)
H (1.2034, 2.7804, -0.9520)
H (3.3895, 3.8550, -0.4451)
C (-5.4267, -0.1408, -1.4522)
C (-4.6670, -0.8707, -0.3858)
C (-3.4221, -1.4354, -0.6755)
N (-2.3827, -1.9118, -0.9939)
C (-5.4359, -1.4234, 0.6941)
C (-6.8081, -1.0645, 0.8824)
C (-7.6948, -1.9620, 1.4658)
C (-7.2080, -3.1454, 2.0480)
C (-5.8265, -3.3872, 2.0903)
C (-4.9416, -2.5033, 1.4690)
H (-6.4440, -0.5820, -1.5730)
H (-5.5334, 0.9221, -1.1379)
H (-4.9117, -0.1468, -2.4292)
H (-7.1841, -0.1117, 0.4923)
H (-8.7788, -1.7816, 1.4422)
H (-7.9079, -3.8461, 2.5170)
H (-5.4541, -4.2997, 2.5676)
H (-3.8688, -2.6903, 1.5177)

---

ORCA calculation (wB97M-V/def2-TZVPD) on a molecular structure, C27H28N3O2PSeSiTc.

The calculation puts the frontier orbital gap (spin up / spin down) at 7.1 / 6.4 eV. Its multiplicity is 2. Its net charge is +2. Its expectation value of S² is 0.761. For the total energy, the calculation gives -4473.018076 hartree. Its relative energy (zero: lowest compared OMol25 entry of this formula, charge and spin) is 0.000 eV. Its molar mass is 662.56 g/mol.

Positions of all 64 atoms, in Å:
Tc (-1.1454, 1.3751, -0.9817)
O (-4.8962, 2.0891, 0.1493)
C (-3.9550, 1.4436, -0.1572)
O (-2.8739, 2.0381, -0.7969)
C (-3.7681, -0.0463, 0.0707)
P (-1.9847, -0.3551, 0.2950)
C (-1.5768, -2.0875, 0.1179)
C (-2.1667, -2.9722, 1.0281)
C (-1.8781, -4.3228, 0.9557)
C (-0.9947, -4.7933, -0.0098)
C (-0.4072, -3.9172, -0.9102)
C (-0.6988, -2.5622, -0.8522)
C (-1.6038, 0.1341, 1.9933)
C (-2.1886, 1.2753, 2.5467)
C (-1.7876, 1.7242, 3.7970)
C (-0.8030, 1.0449, 4.4987)
C (-0.2229, -0.0963, 3.9567)
C (-0.6162, -0.5470, 2.7081)
H (-4.1048, -0.5911, -0.8152)
H (-4.3686, -0.3603, 0.9237)
H (-2.8458, -2.6112, 1.7918)
H (-2.3404, -5.0089, 1.6518)
H (-0.7665, -5.8494, -0.0594)
H (0.2757, -4.2884, -1.6621)
H (-0.2546, -1.8844, -1.5689)
H (-2.9748, 1.8196, 2.0389)
H (-2.2560, 2.6002, 4.2239)
H (-0.4983, 1.3932, 5.4762)
H (0.5235, -0.6432, 4.5173)
H (-0.1826, -1.4540, 2.3039)
N (7.3669, -2.4165, 4.2140)
C (6.5369, -1.8068, 3.7080)
C (5.4968, -1.0513, 3.0692)
C (5.7504, 0.2389, 2.6124)
C (4.7495, 0.9598, 1.9845)
C (3.4973, 0.3859, 1.8273)
C (3.2293, -0.8951, 2.2896)
C (4.2344, -1.6167, 2.9068)
N (2.4606, 1.1295, 1.1713)
C (2.3657, 2.5062, 1.0929)
C (1.2474, 2.7774, 0.3825)
N (0.6467, 1.5809, 0.0313)
C (1.4089, 0.6127, 0.5327)
H (6.7322, 0.6721, 2.7401)
H (4.9650, 1.9491, 1.6068)
H (2.2439, -1.3298, 2.1969)
H (4.0436, -2.6150, 3.2745)
H (3.0833, 3.1585, 1.5548)
H (0.8329, 3.7324, 0.1086)
H (1.2407, -0.4424, 0.4044)
C (-2.7664, 0.2793, -5.5517)
Si (-1.3446, 1.4372, -5.3290)
C (0.2949, 0.9723, -6.0426)
C (-1.6825, 3.2095, -4.9418)
Se (-0.7157, 0.4945, -2.9582)
H (-3.1484, 0.3544, -6.5746)
H (-3.5832, 0.5323, -4.8757)
H (-2.4639, -0.7554, -5.3913)
H (0.3045, 1.2013, -7.1129)
H (0.4916, -0.0942, -5.9343)
H (1.1001, 1.5425, -5.5795)
H (-1.8651, 3.7525, -5.8746)
H (-0.8252, 3.6767, -4.4578)
H (-2.5675, 3.3206, -4.3155)

---

ORCA calculation (wB97M-V/def2-TZVPD) on 2 unconnected molecules or ions with the total composition C27H28NO4 in a non-equilibrium geometry.

The calculation puts the frontier orbital gap at 5.5 eV. Its net charge is +1. For the total energy, the calculation gives -1401.106852 hartree. Its molar mass is 430.52 g/mol.

Positions of all 60 atoms, in Å:
C (-5.3388, -3.1955, 1.7675)
O (-4.8350, -1.8947, 1.9451)
C (-3.4440, -1.7940, 1.8605)
C (-2.8748, -0.5274, 1.9997)
C (-1.5155, -0.3447, 1.9403)
C (-0.6579, -1.4217, 1.7249)
C (0.8044, -1.2636, 1.6407)
C (1.3857, -0.0707, 1.4769)
N (1.6107, -2.4224, 1.7192)
C (2.8670, -2.5635, 1.1449)
C (3.5472, -3.8827, 1.2686)
O (3.4101, -1.6721, 0.5272)
C (-1.2276, -2.6840, 1.5724)
C (-2.5850, -2.8727, 1.6485)
H (-6.4284, -3.1462, 1.7686)
H (-5.0009, -3.5991, 0.8123)
H (-5.0060, -3.8338, 2.5869)
H (-3.5405, 0.3017, 2.1545)
H (-1.1154, 0.6440, 2.0658)
H (2.4480, -0.0054, 1.3679)
H (0.8279, 0.8364, 1.4106)
H (1.2424, -3.2113, 2.2426)
H (3.1132, -4.4875, 2.0639)
H (3.4675, -4.4348, 0.3324)
H (4.6047, -3.7389, 1.4846)
H (-0.5884, -3.5254, 1.3814)
H (-2.9917, -3.8624, 1.5524)
C (4.5012, 5.8850, 0.5205)
O (5.0131, 4.7209, -0.0855)
C (4.0506, 3.8469, -0.5769)
C (4.4761, 2.5572, -0.9267)
C (3.5898, 1.6156, -1.3592)
C (2.2109, 1.9032, -1.4704)
C (1.3416, 0.8545, -1.8636)
C (-0.0593, 0.7634, -1.7133)
C (-0.7388, -0.3260, -2.3102)
C (-2.0943, -0.4270, -2.1912)
C (-2.8433, 0.5469, -1.4967)
O (-4.2087, 0.3327, -1.5929)
C (-4.4080, -0.7848, -2.4659)
C (-3.0420, -1.4425, -2.7260)
C (-2.1759, 1.5796, -0.8387)
C (-0.8172, 1.6786, -0.9370)
C (1.8010, 3.2318, -1.1987)
C (2.6937, 4.1667, -0.7508)
H (5.3333, 6.4406, 0.9576)
H (4.0040, 6.5120, -0.2208)
H (3.8017, 5.6089, 1.3112)
H (5.5199, 2.3246, -0.8184)
H (3.9358, 0.6231, -1.5892)
H (1.8216, -0.0131, -2.2878)
H (-0.1997, -1.0610, -2.8787)
H (-5.1332, -1.4626, -2.0003)
H (-4.8475, -0.3919, -3.3919)
H (-2.8555, -1.6432, -3.7888)
H (-2.9299, -2.3817, -2.1685)
H (-2.7558, 2.2764, -0.2642)
H (-0.3151, 2.4366, -0.3664)
H (0.7912, 3.5318, -1.4151)
H (2.3602, 5.1691, -0.5556)

---

ORCA calculation (wB97M-V/def2-TZVPD) on a molecular structure, C27H29BF12GdN2O5 in a non-equilibrium geometry.

The calculation puts the frontier orbital gap (spin up / spin down) at 6.9 / 4.4 eV. Its multiplicity is 8. Its net charge is -1. Its expectation value of S² is 16.022. For the total energy, the calculation gives -3521.076194 hartree. Its relative energy (zero: lowest compared OMol25 entry of this formula, charge and spin) is 0.000 eV. Its molar mass is 857.58 g/mol.

Positions of all 77 atoms, in Å:
Gd (0.3103, 0.3208, 1.0404)
C (-2.8392, 1.3024, 1.2476)
O (-2.0287, 0.3578, 1.9326)
C (-2.0102, 0.5758, 3.3345)
C (-1.2303, -0.5811, 3.9531)
O (0.1152, -0.3983, 3.5686)
C (0.9563, -1.4954, 3.8870)
C (2.3862, -1.1518, 3.4822)
O (2.4620, -0.9189, 2.0807)
C (3.7450, -0.4430, 1.7177)
H (-3.8792, 1.2319, 1.5931)
H (-2.7833, 1.0583, 0.1857)
H (-2.4585, 2.3186, 1.3916)
H (-3.0401, 0.6087, 3.7225)
H (-1.4963, 1.5237, 3.5617)
H (-1.6292, -1.5263, 3.5557)
H (-1.3143, -0.5751, 5.0522)
H (0.6249, -2.3828, 3.3414)
H (0.9298, -1.6909, 4.9691)
H (3.0416, -1.9963, 3.7459)
H (2.7069, -0.2522, 4.0278)
H (3.7596, -0.3383, 0.6330)
H (4.5200, -1.1594, 2.0180)
H (3.9469, 0.5244, 2.1918)
C (-2.8792, 3.8291, -4.5080)
C (-2.1754, 2.7986, -3.6727)
C (-2.4387, 1.4385, -3.7764)
C (-1.7686, 0.5312, -2.9921)
C (-0.8094, 0.9177, -2.0299)
N (-0.1650, -0.0302, -1.2700)
C (0.1345, -1.2068, -1.9211)
C (0.5808, -1.1517, -3.2619)
C (0.8056, -2.2769, -4.0164)
C (0.6060, -3.5417, -3.4735)
C (0.7688, -4.7901, -4.2933)
C (0.2585, -3.6227, -2.1333)
C (0.0512, -2.4999, -1.3427)
C (-0.3613, -2.6667, 0.1222)
O (0.0970, -1.7596, 0.9975)
C (0.0507, -4.0576, 0.6932)
F (-0.1029, -4.0861, 2.0292)
F (-0.6422, -5.1357, 0.2652)
F (1.3421, -4.3343, 0.4766)
C (-1.9150, -2.6051, 0.1401)
F (-2.4457, -2.8455, 1.3560)
F (-2.5426, -3.4442, -0.7032)
F (-2.3236, -1.3653, -0.1858)
C (-0.6130, 2.3157, -1.8725)
C (-1.2674, 3.2055, -2.7072)
C (0.2294, 2.8059, -0.6957)
O (-0.1988, 2.3029, 0.4689)
C (0.2157, 4.3605, -0.5469)
F (0.7865, 5.0485, -1.5629)
F (0.8697, 4.7406, 0.5536)
F (-1.0241, 4.8571, -0.4169)
C (1.7510, 2.4482, -0.9977)
F (2.0204, 2.3729, -2.3079)
F (2.6631, 3.2813, -0.4855)
F (2.1025, 1.2175, -0.4849)
H (-3.3921, 3.3637, -5.3471)
H (-2.1678, 4.5626, -4.8864)
H (-3.6161, 4.3635, -3.9042)
H (-3.1747, 1.0836, -4.4845)
H (-1.9795, -0.5241, -3.0955)
H (0.7225, -0.1735, -3.7037)
H (1.1189, -2.1799, -5.0493)
H (0.8655, -4.5398, -5.3479)
H (-0.0952, -5.4441, -4.1722)
H (1.6574, -5.3422, -3.9821)
H (0.1269, -4.6097, -1.7186)
H (-1.0703, 4.2615, -2.6317)
B (2.6436, 2.3435, 4.8981)
C (1.9914, 2.0542, 3.5185)
N (1.5193, 1.6879, 2.5207)
H (1.7714, 2.6771, 5.6582)
H (3.5028, 3.1778, 4.7989)
H (3.1236, 1.2759, 5.2480)

---

ORCA calculation (wB97M-V/def2-TZVPD) on a molecular structure, C27H29BrFeN7S.

The calculation puts the frontier orbital gap (spin up / spin down) at 5.9 / 5.9 eV. Its net charge is +1. For the total energy, the calculation gives -5665.307419 hartree. Its molar mass is 619.39 g/mol.

Positions of all 66 atoms, in Å:
Fe (0.5487, -0.8590, 0.6840)
C (0.4280, 3.0179, -2.7741)
C (0.0213, 1.6935, -2.8274)
C (-0.2970, 1.0126, -1.6596)
C (-0.2173, 1.6376, -0.4091)
C (0.1771, 2.9788, -0.3685)
C (0.5006, 3.6502, -1.5383)
N (-0.3951, 0.8248, 0.7171)
C (-0.6251, 1.2684, 1.9656)
C (-1.3770, 2.4139, 2.3336)
C (-1.5412, 2.7197, 3.6577)
C (-0.9841, 1.9311, 4.6928)
C (-0.2680, 0.8139, 4.3808)
C (-0.0917, 0.4765, 3.0253)
N (0.6260, -0.6044, 2.5590)
N (1.3028, -1.3537, 3.3099)
C (1.9550, -2.3543, 2.5401)
C (2.8071, -3.2413, 3.1681)
C (3.5011, -4.1560, 2.3952)
C (3.3143, -4.1636, 1.0217)
C (2.4193, -3.2599, 0.4765)
N (1.7463, -2.3778, 1.2160)
H (0.6872, 3.5491, -3.6798)
H (-0.0589, 1.1935, -3.7859)
H (-0.6184, -0.0247, -1.6998)
H (0.2694, 3.4818, 0.5858)
H (0.8276, 4.6812, -1.4828)
H (-1.8259, 3.0320, 1.5678)
H (-2.1259, 3.5924, 3.9225)
H (-1.1335, 2.2110, 5.7260)
H (0.1653, 0.1818, 5.1443)
H (2.9161, -3.1886, 4.2423)
H (4.1891, -4.8524, 2.8555)
H (3.8524, -4.8499, 0.3840)
H (2.2298, -3.2305, -0.5889)
C (-2.0574, -1.7177, -4.0898)
C (-2.8597, -2.2393, -2.9096)
N (-2.0833, -2.2289, -1.6637)
C (-2.3051, -1.5890, -0.5130)
S (-1.5050, -2.1367, 0.9269)
N (-3.1193, -0.5453, -0.4126)
C (-3.6003, 0.3982, -1.4292)
C (-5.1157, 0.4214, -1.5233)
H (-2.6384, -1.8061, -5.0075)
H (-1.1394, -2.2935, -4.2167)
H (-1.7879, -0.6689, -3.9516)
H (-3.1612, -3.2718, -3.0887)
H (-3.7709, -1.6668, -2.7710)
H (-1.4288, -2.9884, -1.5526)
H (-3.2363, -0.2459, 0.5446)
H (-3.1476, 0.1585, -2.3855)
H (-3.2216, 1.3826, -1.1505)
H (-5.5123, -0.5476, -1.8304)
H (-5.4300, 1.1692, -2.2511)
H (-5.5605, 0.6781, -0.5614)
Br (4.4268, 1.1256, -3.1415)
C (3.8767, 1.0403, -1.3482)
C (4.5388, 1.7467, -0.3607)
C (4.0690, 1.6480, 0.9392)
C (2.9630, 0.8602, 1.1989)
N (2.3297, 0.1803, 0.2380)
C (2.7813, 0.2667, -1.0146)
H (5.3973, 2.3587, -0.6020)
H (4.5527, 2.1826, 1.7446)
H (2.5697, 0.7712, 2.2022)
H (2.2505, -0.2880, -1.7768)